The following is a quantum chemistry calculation of C4H10N2O in the gas phase, from the Open Molecules 2025 dataset.

Output
- SMILES: NC[C@@H](N)CC=O
- Strongest force on any atom: 1.00 eV Å⁻¹
- HOMO-LUMO gap: 10.2 eV
- Energy above the lowest of the compared OMol25 structures with the same formula, charge and spin: 36.7 kcal per mole
- LUMO: 0.032 Eh

Geometry as XYZ:
```
17
C4H10N2O | the Open Molecules 2025 dataset | ωB97M-V with the def2-TZVPD basis set
N 2.35585 -1.06187 0.14596
C 1.33303 -0.15317 0.68608
C 0.05990 -0.09366 -0.15218
N -0.51033 -1.43849 -0.25948
C -0.95096 0.92678 0.38321
C -1.89354 1.39588 -0.68744
O -3.08307 1.51151 -0.55606
H 2.89031 -0.58495 -0.57456
H 1.88691 -1.85170 -0.28870
H 1.72639 0.86649 0.65327
H 1.17891 -0.47545 1.71457
H 0.39559 0.15660 -1.16309
H -1.32753 -1.48013 -0.86436
H -0.77543 -1.82469 0.63776
H -0.40442 1.83071 0.69185
H -1.47452 0.56466 1.26787
H -1.40709 1.71147 -1.63470
```